A cluster of 2 separate species, C3H12N3O in total, computed with the ωB97M-V functional and the def2-TZVPD basis.

- energy (eV) = -9821.2529
- molecular weight (g/mol) = 106.1
- relative energy (zero: lowest compared OMol25 entry of this formula, charge and spin) (kJ/mol) = 11.0
- multiplicity = 2
- orbital gap (alpha / beta) (eV) = 4.01 / 9.02
- total charge = 0
- highest occupied orbital energy (alpha / beta) (eV) = -3.34 / -8.46
- E_LUMO (alpha / beta) (eV) = 0.674 / 0.564

```
19
Properties=species:S:1:pos:R:3:forces:R:3
C 0.473244 2.344405 0.014943 0.630 0.316 -0.039
C 1.238669 1.065808 -0.360009 -1.007 -0.154 -0.318
N 0.410529 -0.138992 -0.358848 0.796 -0.386 -0.139
C 0.020560 -0.768399 0.804072 0.262 0.854 0.469
N -1.254079 -1.252761 1.021076 -0.889 -0.412 0.118
N 0.988174 -1.012357 1.786303 -0.279 0.385 0.293
H -0.593558 2.315271 -0.126400 -0.473 -0.580 0.035
H 0.770591 3.187517 -0.599143 0.441 0.224 -0.054
H 0.686580 2.588652 1.047432 -0.187 0.199 0.280
H 1.648515 1.109989 -1.367218 0.030 0.243 -0.081
H 2.086970 0.953185 0.306765 0.070 -0.144 0.137
H -0.145021 -0.261164 -1.186539 -0.227 -0.211 0.060
H -2.050948 -0.971615 0.483884 0.284 0.219 -0.210
H -1.473799 -1.912525 1.747036 0.411 -0.025 -0.116
H 0.686858 -1.585586 2.557300 0.157 -0.113 -0.031
H 1.936541 -1.166945 1.487681 0.097 -0.410 -0.252
H -2.494789 -1.147396 -2.592556 0.020 0.008 -0.036
H -1.228905 -2.003971 -2.589428 0.009 -0.032 0.073
O -1.706134 -1.343115 -2.076352 -0.147 0.017 -0.189
```
Positions in Å, forces in eV/Å.

Quick look at the Mulliken charges, all values in e: number 1, C, carries -1.091; number 2, C, carries -0.559; number 3, N, carries -0.155; number 4, C, carries 0.026; number 5, N, carries -0.326; number 6, N, carries -0.371; number 7, H, carries 0.318; number 8, H, carries 0.364; number 9, H, carries 0.288; number 10, H, carries 0.453; number 11, H, carries 0.240; number 12, H, carries 0.258; number 13, H, carries 0.145; number 14, H, carries 0.132; number 15, H, carries 0.156; number 16, H, carries 0.192; number 17, H, carries 0.310; number 18, H, carries 0.296; number 19, O, carries -0.676